1.
{
  "formula": "C3H9NS",
  "method": "ωB97M-V/def2-TZVPD",
  "species": ["C", "N", "C", "C", "S", "H", "H", "H", "H", "H", "H", "H", "H", "H"],
  "coordinates": [[1.553, 1.036, -0.962], [0.246, 0.393, -0.839], [0.124, -0.445, 0.394], [-1.107, -1.292, 0.446], [-2.680, -0.448, 1.082], [1.756, 1.379, -1.929], [1.678, 1.907, -0.414], [2.313, 0.375, -0.645], [-0.565, 0.989, -1.015], [0.104, 0.286, 1.282], [0.994, -1.049, 0.499], [-1.266, -1.780, -0.505], [-0.937, -2.107, 1.110], [-2.213, 0.756, 1.497]],
  "nbo_charge": [-0.40, -0.64, -0.22, -0.48, -0.09, 0.20, 0.16, 0.19, 0.37, 0.16, 0.20, 0.23, 0.21, 0.13],
  "homo_energy_ev": -8.63,
  "multiplicity": 1,
  "orbital_gap_ev": 9.6,
  "smiles": "CNCCS",
  "mol_weight_g_mol": 91.18,
  "lumo_energy_ev": 0.985
}

2.
{
  "formula": "C3H9NS",
  "method": "ωB97M-V/def2-TZVPD",
  "species": ["C", "C", "C", "H", "H", "H", "H", "H", "H", "H", "H", "H", "N", "S"],
  "coordinates": [[-1.294, -0.553, -0.099], [-0.250, 0.358, -0.660], [1.221, -0.060, -0.070], [-0.843, -1.567, -0.658], [-2.274, -0.756, -0.705], [-1.574, -0.745, 1.123], [-0.349, 0.218, -1.924], [0.988, 2.246, 0.793], [-2.044, 2.259, 0.080], [2.169, 0.428, -0.538], [1.301, 0.042, 1.039], [1.497, -1.852, 1.771], [-0.516, 1.763, -0.414], [1.967, -1.782, 0.261]],
  "nbo_charge": [-0.67, -0.17, -0.53, 0.22, 0.24, 0.24, 0.23, 0.18, 0.32, 0.25, 0.24, 0.14, -0.62, -0.07],
  "homo_energy_ev": -8.90,
  "multiplicity": 1,
  "orbital_gap_ev": 7.5,
  "mol_weight_g_mol": 91.18,
  "lumo_energy_ev": -1.386
}

Relative energies with respect to the most stable structure, expressed in hartree: 1 0.0000; 2 0.3724.

1.
{
  "formula": "C3H9NS",
  "method": "ωB97M-V/def2-TZVPD",
  "species": ["C", "C", "N", "C", "S", "H", "H", "H", "H", "H", "H", "H", "H", "H"],
  "coordinates": [[0.138, -1.415, -1.402], [-0.582, -0.307, -0.564], [-1.994, -0.567, -0.361], [0.131, -0.087, 0.799], [1.223, 1.291, 0.842], [0.142, -1.274, -2.473], [-0.363, -2.365, -1.195], [1.160, -1.538, -1.043], [-0.439, 0.597, -1.160], [-2.403, -0.915, -1.232], [-2.180, -1.303, 0.303], [-0.678, -0.161, 1.529], [0.796, -0.932, 0.976], [0.357, 2.228, 0.409]],
  "nbo_charge": [-0.63, -0.05, -0.83, -0.55, 0.00, 0.21, 0.20, 0.21, 0.18, 0.36, 0.35, 0.22, 0.22, 0.12],
  "homo_energy_ev": -9.00,
  "multiplicity": 1,
  "orbital_gap_ev": 10.1,
  "smiles": "C[C@@H](N)CS",
  "mol_weight_g_mol": 91.18,
  "lumo_energy_ev": 1.089
}

2.
{
  "formula": "C3H9NS",
  "method": "ωB97M-V/def2-TZVPD",
  "species": ["C", "C", "C", "S", "N", "H", "H", "H", "H", "H", "H", "H", "H", "H"],
  "coordinates": [[0.863, 1.271, -0.684], [0.031, 0.031, -0.339], [0.708, -0.874, 0.716], [-2.486, -2.135, 0.305], [-1.331, 0.443, -0.041], [1.863, 1.015, -1.039], [0.373, 1.778, -1.510], [0.940, 1.947, 0.169], [-0.021, -0.557, -1.254], [1.719, -0.576, 0.989], [0.739, -1.914, 0.381], [0.079, -0.920, 1.607], [-1.968, -0.345, -0.178], [-1.507, 0.836, 0.877]],
  "nbo_charge": [-0.61, -0.07, -0.64, -0.20, -0.69, 0.22, 0.22, 0.20, 0.20, 0.21, 0.23, 0.22, 0.33, 0.37],
  "homo_energy_ev": -9.53,
  "multiplicity": 1,
  "orbital_gap_ev": 6.4,
  "mol_weight_g_mol": 91.18,
  "lumo_energy_ev": -3.140
}

Relative energies with respect to the most stable structure, expressed in hartree: 1 0.0000; 2 0.1219.

1.
{
  "formula": "C16H17N",
  "method": "ωB97M-V/def2-TZVPD",
  "species": ["C", "C", "C", "N", "C", "C", "C", "C", "C", "C", "H", "H", "H", "H", "H", "H", "H", "H", "H", "C", "C", "C", "C", "C", "C", "C", "H", "H", "H", "H", "H", "H", "H", "H"],
  "coordinates": [[-3.183, 0.692, -0.305], [-2.123, 0.096, 0.553], [-1.513, 0.650, 1.636], [-0.613, -0.232, 2.186], [-0.527, -1.335, 1.365], [0.432, -2.345, 1.349], [0.401, -3.208, 0.270], [-0.578, -3.109, -0.732], [-1.505, -2.089, -0.725], [-1.467, -1.173, 0.343], [-2.791, 1.066, -1.255], [-3.717, 1.525, 0.158], [-3.919, -0.067, -0.574], [-1.823, 1.551, 2.139], [0.111, -0.035, 2.860], [1.225, -2.469, 2.076], [1.124, -4.001, 0.149], [-0.611, -3.867, -1.509], [-2.266, -1.997, -1.487], [0.842, 0.975, -2.641], [1.376, 1.256, -1.248], [1.225, 2.504, -0.664], [1.689, 2.741, 0.625], [2.282, 1.717, 1.346], [2.401, 0.452, 0.779], [1.992, 0.239, -0.524], [0.120, 1.746, -2.900], [0.269, 0.043, -2.586], [1.639, 0.951, -3.380], [0.638, 3.274, -1.149], [1.584, 3.730, 1.057], [2.475, 1.821, 2.409], [2.694, -0.385, 1.402], [2.115, -0.717, -1.022]],
  "nbo_charge": [-0.63, -0.08, -0.02, -0.55, 0.21, -0.26, -0.22, -0.25, -0.19, -0.12, 0.21, 0.22, 0.21, 0.21, 0.41, 0.21, 0.21, 0.21, 0.21, -0.63, -0.01, -0.21, -0.21, -0.24, -0.21, -0.21, 0.21, 0.22, 0.22, 0.21, 0.21, 0.21, 0.21, 0.22],
  "homo_energy_ev": -7.77,
  "multiplicity": 1,
  "orbital_gap_ev": 8.7,
  "smiles": "Cc1c[nH]c2ccccc12.Cc1ccccc1",
  "mol_weight_g_mol": 223.32,
  "lumo_energy_ev": 0.909
}

2.
{
  "formula": "C16H17N",
  "method": "ωB97M-V/def2-TZVPD",
  "species": ["C", "C", "C", "N", "C", "C", "C", "C", "C", "C", "H", "H", "H", "H", "H", "H", "H", "H", "H", "C", "C", "C", "C", "C", "C", "C", "H", "H", "H", "H", "H", "H", "H", "H"],
  "coordinates": [[-2.200, 2.571, -3.238], [-1.783, 2.756, -1.866], [-2.060, 3.730, -0.972], [-1.350, 3.537, 0.244], [-0.511, 2.460, 0.205], [0.447, 1.799, 1.020], [1.366, 0.949, 0.327], [1.179, 0.549, -1.051], [0.131, 0.902, -1.844], [-0.710, 1.916, -1.142], [-3.290, 2.661, -3.416], [-1.907, 1.728, -3.871], [-1.522, 3.202, -3.992], [-2.801, 4.473, -0.947], [-1.054, 4.324, 0.660], [0.512, 2.365, 1.938], [1.915, 0.331, 1.088], [1.807, -0.113, -1.504], [-0.379, 0.574, -2.820], [-1.140, -3.145, 0.541], [0.091, -2.661, 1.256], [0.339, -1.822, 2.286], [1.584, -1.699, 2.814], [2.606, -2.444, 2.270], [2.404, -3.232, 1.121], [1.153, -3.498, 0.729], [-1.090, -2.687, -0.446], [-2.045, -3.068, 1.141], [-0.885, -4.214, 0.371], [-0.436, -1.040, 2.552], [1.818, -0.890, 3.530], [3.602, -2.478, 2.766], [3.147, -3.952, 0.595], [1.063, -3.882, -0.343]],
  "nbo_charge": [-0.66, -0.10, -0.04, -0.54, 0.12, -0.25, -0.22, -0.24, -0.20, -0.04, 0.23, 0.23, 0.22, 0.20, 0.39, 0.22, 0.23, 0.21, 0.24, -0.63, 0.01, -0.24, -0.21, -0.23, -0.21, -0.23, 0.23, 0.22, 0.22, 0.22, 0.22, 0.21, 0.22, 0.21],
  "homo_energy_ev": -7.99,
  "multiplicity": 1,
  "orbital_gap_ev": 8.9,
  "smiles": "Cc1c[nH]c2ccccc12.Cc1ccccc1",
  "mol_weight_g_mol": 223.32,
  "lumo_energy_ev": 0.874
}

Relative energies with respect to the most stable structure, expressed in hartree: 1 0.0000; 2 0.1625.